[1]
The following is a quantum chemistry calculation of a structure of composition C35H29FeN2O6P2S, from OMol25.

```
76
Properties=species:S:1:pos:R:3:forces:R:3
Fe -2.830193 -0.793294 0.986723 -0.0187 0.0395 0.2578
O -3.403169 -3.569850 -1.922921 0.0165 0.0075 -0.0657
C -3.223597 -2.562945 -1.258292 0.0676 0.0338 0.2744
O -3.097981 -2.490904 0.017021 -0.0212 -0.1635 -0.2203
C -3.089685 -1.222248 -1.978672 0.0578 -0.0280 -0.0587
C -2.975393 -1.213576 -3.387260 0.0097 0.0498 0.0510
C -2.757343 -0.026220 -4.013495 -0.0063 0.0184 0.0385
C -2.713223 1.164552 -3.250494 -0.0082 -0.0210 -0.0610
C -2.481298 2.433239 -3.831387 -0.0001 0.0022 -0.0104
C -2.465534 3.556408 -3.054311 -0.0058 -0.0120 0.0083
C -2.710766 3.459698 -1.666642 0.0098 0.0065 -0.0202
C -2.931694 2.248484 -1.075383 -0.0393 -0.0044 0.0111
C -2.901074 1.070565 -1.855859 -0.0746 0.0319 0.0336
N -3.038841 -0.142172 -1.237772 -0.0349 -0.0894 0.0666
H -3.038917 -2.160586 -3.902380 0.0039 0.0001 -0.0064
H -2.621920 0.028303 -5.087978 0.0028 -0.0042 -0.0029
H -2.320111 2.492815 -4.902047 -0.0020 0.0076 0.0030
H -2.284837 4.525633 -3.502498 0.0041 -0.0018 0.0014
H -2.726511 4.357272 -1.061144 0.0035 -0.0023 -0.0075
H -3.151987 2.155544 -0.018457 0.0215 0.0146 -0.0156
C 0.589373 -1.986727 -1.324640 -0.0118 -0.0204 -0.0199
N 0.800944 -0.912668 -0.324306 -0.1136 -0.0437 -0.0406
P 0.388709 0.607120 -1.132610 0.0481 -0.0221 0.0143
C 1.882755 0.790367 -2.182473 0.0059 0.0087 0.0096
C 3.091328 0.138279 -1.952906 -0.0053 -0.0012 0.0031
C 4.179264 0.360993 -2.784886 -0.0024 -0.0120 0.0149
C 4.073326 1.244594 -3.850986 0.0116 -0.0040 -0.0103
C 2.871340 1.895541 -4.090457 0.0060 0.0010 -0.0022
C 1.779901 1.658977 -3.266569 -0.0228 -0.0004 0.0077
C 0.743700 1.864999 0.150355 -0.0337 0.0109 0.0191
C 1.941544 2.571796 0.249056 0.0020 -0.0156 0.0154
C 2.126233 3.498052 1.264167 0.0157 0.0125 -0.0177
C 1.122344 3.723690 2.196862 -0.0166 -0.0052 0.0175
C -0.079825 3.039102 2.098219 0.0241 0.0266 0.0217
C -0.273370 2.132348 1.067781 0.0341 -0.0102 -0.0215
P -0.124377 -1.229059 1.130639 0.0988 0.1500 -0.0573
C 0.316112 -2.987726 1.419964 -0.0604 -0.0220 0.0055
C -0.684034 -3.954426 1.416911 0.0307 0.0026 0.0033
C -0.363822 -5.291138 1.632331 0.0174 0.0079 0.0049
C 0.951457 -5.666228 1.846455 -0.0260 -0.0316 -0.0026
C 1.955209 -4.703976 1.851169 0.0355 0.0299 0.0007
C 1.639068 -3.372453 1.645421 -0.0248 -0.0177 -0.0032
C 0.920508 -0.479684 2.431855 -0.0884 0.0154 0.0457
C 0.365566 -0.373713 3.706709 -0.0222 0.0076 -0.0193
C 1.134730 0.103357 4.757859 0.0460 0.0205 -0.0080
C 2.452120 0.486630 4.544816 -0.0265 0.0028 0.0262
C 3.000285 0.396494 3.273408 0.0033 0.0132 -0.0179
C 2.237078 -0.085509 2.220074 0.0233 -0.0216 -0.0079
H 1.049088 -1.696150 -2.269838 0.0033 0.0136 0.0033
H -0.470785 -2.194296 -1.516487 0.0157 0.0051 0.0126
H 1.062482 -2.907503 -0.990353 0.0084 0.0035 0.0090
H 3.167442 -0.548417 -1.117811 0.0005 -0.0010 -0.0025
H 5.113722 -0.154365 -2.598818 -0.0017 0.0019 -0.0026
H 4.923989 1.417718 -4.498508 -0.0032 0.0046 0.0023
H 2.781339 2.580117 -4.924787 -0.0046 -0.0024 0.0011
H 0.832843 2.153419 -3.461294 0.0038 -0.0001 0.0025
H 2.740363 2.390971 -0.458813 0.0081 0.0132 0.0021
H 3.063292 4.037608 1.334842 -0.0008 -0.0040 -0.0043
H 1.277936 4.435730 2.998313 -0.0001 -0.0042 0.0006
H -0.876526 3.197218 2.814036 -0.0083 -0.0094 -0.0087
H -1.227938 1.623208 1.018312 -0.0242 -0.0222 -0.0005
H -1.709872 -3.672923 1.224574 -0.0398 0.0190 -0.0174
H -1.150123 -6.035075 1.625318 -0.0016 0.0090 -0.0010
H 1.200049 -6.707506 2.012617 -0.0042 0.0049 -0.0004
H 2.984808 -4.993078 2.023678 -0.0026 0.0010 -0.0003
H 2.421086 -2.624203 1.662871 0.0131 0.0038 0.0028
H -0.676788 -0.625751 3.863570 -0.0085 -0.0002 -0.0011
H 0.694449 0.190449 5.743237 -0.0035 -0.0035 -0.0038
H 3.047328 0.868768 5.365543 -0.0025 -0.0039 -0.0004
H 4.022349 0.710834 3.097895 -0.0056 0.0011 -0.0072
H 2.657669 -0.148313 1.224512 0.0034 0.0017 0.0056
O -4.739715 -0.551877 2.060943 0.1902 0.5333 0.2252
S -3.892179 0.427742 2.837502 -0.0864 -0.3751 -0.4510
O -4.534020 1.064412 3.954178 0.0112 -0.0297 -0.0105
O -2.671333 -0.396353 3.192288 -0.0219 -0.0636 -0.1362
O -3.364347 1.377863 1.791508 0.0277 -0.0635 0.1227
```
Forces are in eV/Å.

* E_HOMO (alpha / beta): -5.506 / -5.547 eV
* Kohn-Sham gap (alpha / beta): 0.28145 / 0.28215 hartree
* 2S+1: 5
* LUMO (alpha / beta): 0.0791 / 0.0783 hartree
* net charge: -1
* expectation value of S²: 6.012


[2]
The following is a quantum chemistry calculation of a structure of composition C35H29N9OReS2 in a non-equilibrium geometry, from OMol25.

```
77
Properties=species:S:1:pos:R:3:forces:R:3
Re -0.563279 -0.165656 -1.136190 0.2060 0.9190 0.6248
C 4.308925 -1.477156 3.363257 0.0104 -0.0265 -0.0514
C 2.953242 -1.227705 2.768223 -0.1009 0.0601 -0.0367
C 1.997639 -2.237090 2.661395 0.0940 -0.0286 0.0545
C 0.770807 -1.994315 2.074430 -0.1433 0.0907 -0.0626
C 0.426409 -0.729245 1.589704 0.2151 -0.0994 0.1973
N -0.808236 -0.531488 0.920826 0.0295 0.2580 -1.2968
C -1.964161 -0.769177 1.642975 -0.5873 0.0286 0.3577
C -1.928012 -0.762833 3.059134 0.1788 0.0653 -0.3582
C -3.041404 -0.934982 3.839729 -0.1151 -0.0110 -0.0408
C -4.301860 -1.087947 3.260768 0.1423 -0.0200 -0.0441
C -5.537125 -1.195143 4.101442 -0.0757 0.1442 0.0202
C -4.367327 -1.073052 1.880420 -0.1380 0.0067 0.0425
C -3.242189 -0.945078 1.066825 0.4710 0.1025 0.5027
N -3.462649 -1.002393 -0.337401 -0.2680 -0.2457 -0.2228
C -4.600134 -1.423280 -0.937818 0.0912 -0.0747 -0.1571
C -4.485643 -1.210200 -2.291771 0.0859 0.0937 0.0092
C -3.229078 -0.644944 -2.458979 -0.2789 -0.0922 -0.1502
N -2.609764 -0.534383 -1.278267 -0.0025 -0.0057 -0.0015
C 1.374695 0.288557 1.720147 -0.1396 -0.2251 0.0738
C 2.619266 0.029512 2.281480 0.0216 0.0126 0.0298
N 1.089629 1.602872 1.286055 0.2161 0.2039 0.1018
C 1.511247 2.750274 1.872099 -0.1445 0.1062 -0.0234
C 1.093756 3.786834 1.077871 0.0553 -0.0049 -0.0701
C 0.423520 3.172493 0.010184 -0.0039 0.1474 0.2215
N 0.427586 1.855457 0.140775 -0.0851 -0.2873 -0.1096
H 4.288865 -2.321937 4.049340 0.0134 0.0258 0.0294
H 4.666826 -0.597166 3.895268 0.0203 -0.0345 0.0445
H 5.040640 -1.702887 2.583224 -0.0101 0.0027 -0.0017
H 2.218277 -3.225131 3.048030 -0.0050 0.0011 -0.0089
H 0.040899 -2.792363 1.998991 -0.0365 0.0130 0.0062
H -0.980043 -0.581923 3.540486 0.0850 -0.0347 0.0315
H -2.942876 -0.919647 4.917808 0.0110 0.0087 -0.0029
H -5.315317 -1.645174 5.067214 -0.0228 -0.0498 -0.0145
H -6.315933 -1.775424 3.609284 0.0156 -0.0343 0.0164
H -5.942666 -0.198599 4.294182 -0.0120 -0.0321 0.0142
H -5.349319 -1.135191 1.434291 0.0110 -0.0042 -0.0339
H -5.413255 -1.872104 -0.399061 0.0537 0.0619 0.1255
H -5.215370 -1.425475 -3.052126 0.0023 -0.0138 0.0166
H -2.745817 -0.337431 -3.370061 0.1074 0.0081 0.0696
H 3.349378 0.828796 2.331458 -0.0135 0.0216 -0.0225
H 2.018371 2.755370 2.821945 0.0274 -0.0899 -0.0270
H 1.244353 4.839649 1.240526 -0.0216 -0.0168 0.0341
H -0.052184 3.655248 -0.824146 -0.0377 -0.1020 -0.0384
N 3.324135 -1.891386 -0.822824 -0.1135 -0.1306 0.0234
C 3.904278 -0.639698 -0.915522 -0.1822 0.3492 -0.0685
C 5.231425 -0.233695 -0.866324 0.0586 -0.1062 0.0217
C 5.472749 1.113710 -1.032087 0.0047 -0.0734 0.0238
C 4.424822 2.019431 -1.257951 -0.0246 0.0397 -0.0084
C 3.107954 1.614033 -1.303904 -0.0781 -0.0053 -0.0204
C 2.843267 0.259260 -1.106621 0.3850 0.0340 -0.0338
N 1.657038 -0.461879 -1.092805 -0.7477 -0.3723 -0.0428
C 1.995203 -1.731899 -0.942806 0.3579 0.2559 -0.0650
C 0.983654 -2.756870 -1.008852 -0.0202 -0.4307 -0.0131
C 1.079892 -4.112060 -0.981447 -0.0302 0.0738 0.0105
S -0.461968 -4.814260 -1.184499 -0.0093 0.2976 -0.0132
C -1.159581 -3.269004 -1.302973 -0.0943 -0.3122 0.0313
N -0.300747 -2.288557 -1.192194 0.2227 0.4556 -0.1745
H 3.813617 -2.760721 -0.687648 -0.0314 -0.0138 -0.0161
H 6.032165 -0.946940 -0.719176 0.0241 0.0529 -0.0024
H 6.490214 1.478481 -1.004050 -0.0014 -0.0051 -0.0056
H 4.664140 3.063062 -1.411005 -0.0232 0.0016 0.0027
H 2.308035 2.311675 -1.497419 0.0551 0.0127 0.0024
H 1.963313 -4.718970 -0.863776 -0.0264 -0.0051 0.0076
H -2.219662 -3.133134 -1.461051 0.0257 0.0621 0.0038
O -1.547147 1.853750 -1.622954 0.3835 -0.7865 0.3760
N -1.285573 2.468571 -2.765906 0.1659 0.0903 -0.4258
C -1.756788 3.726231 -2.924867 -0.1341 0.1716 0.0619
C -1.540845 4.419728 -4.085747 0.0276 -0.0692 -0.0109
C -0.819069 3.814659 -5.114242 0.0045 -0.0573 0.0199
C -0.342463 2.535346 -4.937448 -0.0587 0.1426 -0.0218
C -0.586577 1.852370 -3.745088 -0.0838 -0.0553 0.0942
S -0.061152 0.227898 -3.489099 0.0068 -0.3392 0.2851
H -2.308770 4.116340 -2.082729 0.0038 -0.0742 0.0375
H -1.933917 5.420060 -4.188652 -0.0146 -0.0018 0.0478
H -0.642896 4.342454 -6.041129 0.0293 -0.0145 0.0031
H 0.220529 2.033479 -5.711155 -0.0034 -0.0354 0.0210
```
Forces are in eV/Å.

* E_HOMO (alpha / beta): -12.435 / -12.464 eV
* Kohn-Sham gap (alpha / beta): 0.25430 / 0.21450 hartree
* 2S+1: 4
* LUMO (alpha / beta): -0.2027 / -0.2435 hartree
* net charge: +2
* expectation value of S²: 3.776


[3]
The following is a quantum chemistry calculation of a structure of composition C35H30BF4IrN3SSb, from OMol25.

```
76
Properties=species:S:1:pos:R:3:forces:R:3
Ir 0.686728 1.755166 -0.591385 -0.6164 -0.5251 0.3177
C 3.630991 1.192284 1.203329 -0.0815 0.0813 0.1178
C 2.612234 1.836381 2.076110 -0.1586 0.0209 -0.1491
C 2.968395 2.215693 3.370349 0.0777 -0.0650 0.0319
C 2.072252 2.872074 4.175535 0.0307 0.0594 0.1439
C 0.812305 3.158596 3.669673 -0.0651 0.0498 0.2031
C 0.504969 2.763821 2.392679 -0.1603 -0.1650 -0.2986
N 1.374324 2.095138 1.598422 0.5024 0.2066 0.0050
C -0.779957 3.147538 1.769259 0.2273 -0.0769 0.0415
C -1.895470 3.554172 2.476898 -0.1330 0.0661 0.0893
C -3.001104 3.996381 1.767947 -0.0508 0.0408 0.1090
C -2.963766 4.026593 0.384231 -0.1830 0.0708 0.0489
C -1.828095 3.574477 -0.258233 0.0958 -0.0021 -0.1981
N -0.778455 3.132837 0.436918 0.1092 -0.0461 -0.1277
C -1.673127 3.533642 -1.727533 0.2075 -0.1961 0.2220
C -2.532879 4.188473 -2.573475 -0.1626 0.1440 -0.1060
C -2.331689 4.083908 -3.942551 -0.1140 0.0803 -0.0372
C -1.294967 3.310125 -4.405445 0.0304 -0.0590 -0.1078
C -0.447495 2.665742 -3.507317 0.0223 0.0174 0.2972
C 0.670210 1.814034 -4.000112 0.0531 -0.0033 -0.0383
N -0.631107 2.806924 -2.179238 0.2076 0.1177 -0.4723
H 4.350132 0.634145 1.799176 -0.0076 0.0175 0.0210
H 4.185046 1.950344 0.647141 -0.0412 0.0255 0.0058
H 3.180230 0.522452 0.487760 -0.0328 -0.0629 0.1354
H 3.971284 1.998278 3.713908 -0.0456 -0.0120 -0.0176
H 2.348384 3.186303 5.174696 -0.0173 -0.0265 -0.0482
H 0.097360 3.717353 4.256124 0.0362 -0.0156 -0.0112
H -1.904923 3.521579 3.557701 -0.0223 0.0299 -0.0672
H -3.888572 4.327572 2.293921 0.0488 -0.0418 -0.0280
H -3.816522 4.375751 -0.180357 0.0350 -0.0165 0.0466
H -3.340160 4.790037 -2.183675 0.0020 -0.0109 -0.0107
H -2.989154 4.596893 -4.632569 0.0225 -0.0081 0.0197
H -1.121197 3.187454 -5.466521 0.0028 0.0053 0.0510
H 0.501711 1.519797 -5.034207 0.0023 0.0403 0.0128
H 0.768063 0.904963 -3.410684 0.0317 -0.0540 0.0518
H 1.617060 2.352358 -3.953744 0.0168 -0.0217 0.0282
S -0.918268 0.078710 -0.886023 0.4204 0.4087 0.0508
Sb -0.413048 -2.098481 -0.057531 -0.1610 0.0699 0.1066
C 0.974543 -2.244917 1.473976 0.1013 0.0209 0.0357
C 0.522149 -2.653118 2.728362 0.2017 0.0997 0.0583
C 1.453128 -2.849088 3.740547 -0.0243 -0.0142 -0.0094
C 2.806350 -2.654225 3.490386 -0.0009 -0.0001 -0.0022
C 3.245871 -2.268104 2.228673 -0.0072 -0.0239 0.0381
C 2.330369 -2.060440 1.206528 0.0492 -0.1438 0.0797
C -2.303145 -2.530655 0.703272 -0.0162 -0.0549 -0.0197
C -2.768456 -1.773947 1.779424 -0.1934 -0.1020 -0.0948
C -4.042788 -2.016644 2.270454 0.0079 -0.0185 0.0119
C -4.839908 -2.996048 1.684639 0.0169 0.0270 0.0205
C -4.372179 -3.737997 0.609054 0.0297 -0.0240 0.0044
C -3.094633 -3.511395 0.111048 0.0093 0.0373 0.0862
C 0.105166 -3.286954 -1.662152 -0.0202 0.0527 -0.0781
C -0.637723 -3.185677 -2.837919 0.2118 -0.1715 -0.0476
C -0.291561 -3.997976 -3.907428 -0.0168 0.0074 -0.0044
C 0.777335 -4.881517 -3.792745 -0.0048 0.0132 0.0037
C 1.508418 -4.967591 -2.614425 -0.0075 -0.0129 -0.0106
C 1.176581 -4.165895 -1.530858 -0.0900 -0.0316 -0.1726
H -0.529382 -2.826308 2.920176 0.0171 -0.0093 -0.0055
H 1.120799 -3.172251 4.719326 0.0225 0.0166 -0.0403
H 3.527528 -2.826753 4.280248 -0.0363 0.0119 -0.0319
H 4.305749 -2.151831 2.034126 -0.0582 0.0000 0.0017
H 2.674038 -1.796775 0.213710 -0.0170 0.0236 0.1026
H -2.153471 -1.003228 2.230412 0.0085 0.0103 0.0033
H -4.415132 -1.446604 3.113184 0.0118 -0.0316 -0.0483
H -5.833271 -3.183089 2.073371 0.0423 0.0163 -0.0161
H -4.997350 -4.499774 0.159374 0.0343 0.0452 0.0278
H -2.727517 -4.100434 -0.721931 0.0018 0.0231 0.0159
H -1.462374 -2.488701 -2.928612 -0.0073 0.0058 0.0126
H -0.854249 -3.940555 -4.831208 0.0408 -0.0158 0.0430
H 1.044181 -5.508798 -4.633930 -0.0119 0.0201 0.0303
H 2.338071 -5.658839 -2.536678 -0.0363 0.0270 -0.0163
H 1.743619 -4.234571 -0.610578 -0.0118 0.0088 -0.0022
F 2.265219 -0.197589 -1.210654 0.0299 0.3474 -0.3961
B 3.246927 0.631883 -1.936621 0.1024 -0.2553 -0.0558
F 2.679578 2.007660 -1.646781 -0.0886 -0.3183 -0.1101
F 3.203320 0.375584 -3.269762 -0.1450 0.1838 0.4053
F 4.472479 0.513652 -1.359183 -0.2753 0.0858 -0.2580
```
Forces are in eV/Å.

* E_HOMO (alpha / beta): -14.200 / -14.445 eV
* Kohn-Sham gap (alpha / beta): 0.30178 / 0.23770 hartree
* 2S+1: 5
* LUMO (alpha / beta): -0.2201 / -0.2932 hartree
* net charge: +2
* expectation value of S²: 6.012


Let's list DFT total energy in order: -115836.845, -76012.142, -73001.080 eV.